1.
Density functional theory data (the ωB97M-V functional and the def2-TZVPD basis) for a structure of composition C49H40FeN11P2Si.

## Properties
charge = -1
HOMO (alpha / beta) = -4.646 / -4.644 eV
Kohn-Sham gap (alpha / beta) = 6.69 / 6.69 eV
LUMO (alpha / beta) = 2.05 / 2.05 eV

Each line ends with the Löwdin charge.
Geometry (Å):
1 Fe -1.073 -0.957 -0.798  0.1284
2 C -2.669 1.036 1.649  -0.2308
3 Si -0.900 0.509 1.064  0.6595
4 C -0.166 2.177 0.470  -0.2951
5 C 0.316 3.169 1.331  -0.0877
6 C 0.796 4.377 0.851  -0.0886
7 C 0.781 4.633 -0.515  -0.0876
8 C 0.286 3.677 -1.386  -0.1035
9 C -0.159 2.446 -0.903  -0.3747
10 P -1.001 1.237 -2.002  1.1015
11 C -0.097 1.231 -3.588  -0.3509
12 C -0.672 0.514 -4.639  -0.1361
13 C -0.040 0.427 -5.867  -0.0858
14 C 1.197 1.028 -6.052  -0.0911
15 C 1.799 1.699 -5.000  -0.0787
16 C 1.158 1.803 -3.774  -0.0979
17 C -2.440 2.343 -2.411  -0.3248
18 C -2.911 2.594 -3.697  -0.0811
19 C -4.039 3.380 -3.904  -0.0901
20 C -4.716 3.935 -2.831  -0.1032
21 C -4.242 3.714 -1.543  -0.0795
22 C -3.117 2.934 -1.340  -0.0939
23 C -0.083 0.370 2.854  -0.2587
24 C -0.829 0.825 3.957  -0.1209
25 C -0.288 0.967 5.224  -0.0964
26 C 1.052 0.683 5.449  -0.0962
27 C 1.815 0.216 4.396  -0.1202
28 C 1.261 0.025 3.128  -0.3738
29 P 2.247 -0.680 1.760  1.1057
30 C 3.008 -2.170 2.520  -0.3860
31 C 3.886 -2.873 1.684  -0.1079
32 C 4.464 -4.062 2.094  -0.0916
33 C 4.167 -4.585 3.348  -0.1095
34 C 3.290 -3.907 4.179  -0.1004
35 C 2.713 -2.710 3.768  -0.0994
36 C 3.710 0.427 1.751  -0.3422
37 C 4.838 0.268 2.552  -0.0998
38 C 5.887 1.176 2.483  -0.0991
39 C 5.819 2.253 1.611  -0.1055
40 C 4.706 2.411 0.797  -0.0826
41 C 3.665 1.497 0.856  -0.0991
42 H -2.675 1.990 2.186  0.0283
43 H -3.095 0.276 2.312  0.0235
44 H -3.354 1.129 0.806  -0.0053
45 H 0.326 2.981 2.400  0.0986
46 H 1.180 5.122 1.539  0.0970
47 H 1.143 5.579 -0.899  0.0959
48 H 0.234 3.896 -2.446  0.1034
49 H -1.606 -0.016 -4.482  0.1092
50 H -0.497 -0.143 -6.667  0.1023
51 H 1.706 0.942 -7.004  0.0963
52 H 2.790 2.118 -5.117  0.1026
53 H 1.662 2.288 -2.951  0.0910
54 H -2.394 2.188 -4.554  0.0857
55 H -4.383 3.561 -4.915  0.0982
56 H -5.595 4.546 -2.994  0.0946
57 H -4.746 4.158 -0.693  0.1018
58 H -2.745 2.794 -0.334  0.0846
59 H -1.866 1.101 3.830  0.0655
60 H -0.911 1.327 6.035  0.0949
61 H 1.491 0.822 6.429  0.0957
62 H 2.864 -0.011 4.552  0.0975
63 H 4.103 -2.479 0.695  0.1094
64 H 5.139 -4.587 1.430  0.0989
65 H 4.613 -5.519 3.669  0.0927
66 H 3.047 -4.311 5.155  0.0956
67 H 2.018 -2.202 4.426  0.0908
68 H 4.901 -0.571 3.234  0.0974
69 H 6.759 1.039 3.111  0.0939
70 H 6.640 2.958 1.555  0.0927
71 H 4.656 3.235 0.096  0.0992
72 H 2.824 1.586 0.184  0.0686
73 N 0.559 -2.278 -3.588  0.1379
74 C 1.322 -1.526 -2.713  -0.4764
75 N 2.590 -1.255 -2.976  0.0288
76 N 2.955 -0.404 -1.999  -0.0778
77 N 1.970 -0.193 -1.200  -0.1052
78 N 0.893 -0.909 -1.606  -0.0464
79 C -0.650 -2.834 -3.227  -0.4836
80 N -1.227 -3.846 -3.855  0.0111
81 N -2.350 -4.067 -3.143  -0.1113
82 N -2.428 -3.243 -2.156  -0.0635
83 N -1.350 -2.420 -2.182  -0.0243
84 H 1.088 -2.781 -4.280  0.1317
85 C -0.345 -4.146 1.905  -0.0349
86 C -1.594 -4.349 2.473  -0.0552
87 C -2.665 -3.595 2.029  0.0008
88 C -2.457 -2.646 1.037  -0.1981
89 N -1.237 -2.421 0.533  0.0117
90 C -0.211 -3.166 0.939  -0.0944
91 C -3.525 -1.860 0.389  -0.2175
92 C -4.873 -2.005 0.684  -0.0013
93 C -5.805 -1.326 -0.079  -0.0546
94 C -5.361 -0.553 -1.138  -0.0361
95 C -3.999 -0.448 -1.355  -0.1077
96 N -3.094 -1.042 -0.583  0.0176
97 H 0.517 -4.725 2.201  0.1059
98 H -1.736 -5.101 3.238  0.1051
99 H -3.654 -3.757 2.430  0.1033
100 H 0.732 -2.959 0.456  0.1007
101 H -5.189 -2.655 1.487  0.1043
102 H -6.862 -1.423 0.132  0.1051
103 H -6.048 -0.035 -1.792  0.1073
104 H -3.618 0.132 -2.179  0.0916

***

2.
Density functional theory data (the ωB97M-V functional and the def2-TZVPD basis) for a structure of composition C49H42BrN4O3P2S2Sn.

## Properties
charge = +1
HOMO = -9.591 eV
Kohn-Sham gap = 7.20 eV
LUMO = -2.39 eV

Each line ends with the Löwdin charge.
Geometry (Å):
1 Sn 1.159 1.581 -1.059  1.2736
2 O 3.594 2.505 5.440  0.1020
3 C 2.940 2.443 4.267  -0.2988
4 C 1.577 2.179 4.160  0.0001
5 C 1.028 2.116 2.898  -0.1648
6 N 1.714 2.321 1.767  -0.0188
7 C 3.003 2.591 1.911  -0.7297
8 Br 4.004 2.897 0.328  0.7603
9 C 3.680 2.651 3.111  -0.0319
10 H 2.990 2.361 6.177  0.1231
11 H 0.962 2.018 5.036  0.1212
12 H -0.021 1.864 2.789  0.1029
13 H 4.739 2.857 3.160  0.1215
14 C -5.534 3.235 -5.239  -0.0395
15 C -4.092 3.003 -4.881  -0.2539
16 C -3.655 3.153 -3.565  -0.0213
17 C -2.326 2.969 -3.230  -0.0521
18 C -1.417 2.623 -4.225  -0.2757
19 C -1.823 2.486 -5.545  -0.0341
20 C -3.160 2.668 -5.859  -0.0186
21 S 0.275 2.335 -3.844  0.5811
22 O 1.036 2.663 -5.009  -0.2594
23 O 0.408 0.957 -3.313  -0.4445
24 N 0.637 3.128 -2.524  -0.3135
25 C 0.537 4.469 -2.173  -0.4054
26 C 0.347 5.525 -3.060  0.0021
27 C 0.279 6.800 -2.531  -0.0496
28 C 0.403 6.986 -1.159  -0.0639
29 C 0.581 5.868 -0.366  -0.1320
30 N 0.633 4.627 -0.852  0.0851
31 H -6.197 2.922 -4.432  0.0805
32 H -5.810 2.695 -6.143  0.0813
33 H -5.715 4.297 -5.420  0.0914
34 H -4.367 3.427 -2.795  0.1194
35 H -1.993 3.105 -2.211  0.0945
36 H -1.099 2.238 -6.309  0.1207
37 H -3.484 2.553 -6.886  0.1211
38 H 0.277 5.342 -4.124  0.1172
39 H 0.140 7.649 -3.187  0.1154
40 H 0.367 7.972 -0.718  0.1053
41 H 0.677 5.959 0.711  0.1100
42 S -3.214 2.094 0.793  1.1221
43 C -1.557 2.240 0.406  -0.4721
44 N -1.102 1.401 -0.473  -0.0924
45 C -2.111 0.556 -0.941  -0.3293
46 C -1.975 -0.443 -1.907  -0.0318
47 C -3.088 -1.189 -2.229  -0.0544
48 C -4.326 -0.958 -1.609  -0.0624
49 C -4.472 0.030 -0.660  -0.0706
50 C -3.346 0.788 -0.336  -0.4629
51 H -0.931 3.002 0.853  0.0711
52 H -1.023 -0.604 -2.393  0.0866
53 H -3.007 -1.964 -2.981  0.1151
54 H -5.182 -1.558 -1.887  0.1125
55 H -5.426 0.211 -0.182  0.1155
56 C 0.926 -3.172 -0.813  -0.4938
57 P 1.081 -1.445 -0.162  0.9688
58 C 0.200 -1.320 1.430  -0.3545
59 C 0.677 -0.762 2.615  -0.1198
60 C -0.147 -0.657 3.730  -0.0960
61 C -1.460 -1.099 3.682  -0.0671
62 C -1.962 -1.618 2.494  -0.0603
63 C -1.144 -1.706 1.379  -0.1166
64 C 2.886 -1.268 0.064  -0.4056
65 C 3.555 -0.951 -1.125  -0.1679
66 C 4.925 -0.757 -1.147  -0.0794
67 C 5.654 -0.847 0.032  -0.0782
68 C 5.005 -1.156 1.217  -0.0702
69 C 3.632 -1.375 1.234  -0.0931
70 P 0.951 -4.786 0.110  1.0564
71 C -0.756 -4.936 0.757  -0.3915
72 C -0.961 -5.746 1.879  -0.1100
73 C -2.238 -6.013 2.345  -0.0711
74 C -3.346 -5.496 1.687  -0.0841
75 C -3.160 -4.723 0.551  -0.0869
76 C -1.879 -4.452 0.090  -0.1352
77 C 1.966 -4.456 1.595  -0.3977
78 C 3.327 -4.740 1.462  -0.1159
79 C 4.191 -4.608 2.538  -0.0866
80 C 3.700 -4.204 3.773  -0.0835
81 C 2.347 -3.926 3.919  -0.0783
82 C 1.484 -4.054 2.838  -0.1134
83 H 1.733 -3.234 -1.547  0.0389
84 H 0.015 -3.200 -1.416  0.0167
85 H 1.687 -0.390 2.684  0.0867
86 H 0.251 -0.239 4.647  0.0998
87 H -2.090 -1.037 4.560  0.1080
88 H -2.988 -1.959 2.435  0.1112
89 H -1.555 -2.099 0.459  0.0743
90 H 2.991 -0.861 -2.050  0.0933
91 H 5.423 -0.525 -2.080  0.1113
92 H 6.724 -0.685 0.024  0.1091
93 H 5.568 -1.249 2.137  0.1103
94 H 3.169 -1.684 2.159  0.0840
95 H -0.109 -6.171 2.397  0.1062
96 H -2.369 -6.636 3.221  0.1075
97 H -4.345 -5.710 2.045  0.1042
98 H -4.016 -4.330 0.016  0.1022
99 H -1.776 -3.862 -0.813  0.0804
100 H 3.709 -5.082 0.506  0.1016
101 H 5.242 -4.834 2.416  0.1081
102 H 4.365 -4.126 4.623  0.1050
103 H 1.957 -3.616 4.881  0.1060
104 H 0.429 -3.841 2.969  0.0974

***

3.
Density functional theory data (the ωB97M-V functional and the def2-TZVPD basis) for a structure of composition C49H43BrN5O6SSiTi at a distorted geometry.

## Properties
⟨S²⟩ = 0.75
HOMO (alpha / beta) = -6.990 / -7.670 eV
Kohn-Sham gap (alpha / beta) = 6.32 / 6.84 eV
2S+1 = 2
LUMO (alpha / beta) = -0.67 / -0.83 eV

Each line ends with the Löwdin charge.
Geometry (Å):
1 Ti 0.850 -0.266 -0.856  0.9845
2 O -2.608 0.975 -3.951  0.1191
3 C -1.350 0.691 -3.594  -0.4562
4 O -0.855 -0.401 -3.709  0.1190
5 C -0.628 1.876 -3.033  -0.1651
6 C -0.990 3.169 -3.365  0.0118
7 C -0.209 4.220 -2.898  -0.0149
8 C 0.916 3.936 -2.151  0.0364
9 C 1.192 2.608 -1.858  -0.1744
10 N 0.424 1.601 -2.263  0.1341
11 C 2.460 2.184 -1.127  -0.6394
12 O 3.286 3.024 -0.824  0.0764
13 O 2.542 0.909 -0.988  -0.1763
14 H -3.049 0.138 -4.173  0.1199
15 H -1.864 3.340 -3.975  0.1239
16 H -0.476 5.242 -3.133  0.1160
17 H 1.594 4.694 -1.785  0.1264
18 C 2.104 4.679 2.280  -0.0709
19 C 1.843 3.533 3.247  -0.2504
20 N 2.649 2.358 2.938  -0.1199
21 C 3.967 2.301 3.568  -0.2114
22 C 3.961 1.452 4.831  -0.0748
23 C 2.242 1.410 2.077  -0.6309
24 S 0.723 1.570 1.316  0.8423
25 N 3.134 0.389 1.956  0.1277
26 C 2.934 -0.698 1.261  -0.4034
27 O 1.892 -1.081 0.631  -0.1871
28 C 4.087 -1.660 1.228  -0.1162
29 C 5.290 -1.368 1.862  -0.0173
30 C 6.346 -2.264 1.810  -0.0784
31 C 6.209 -3.464 1.125  -0.0911
32 C 5.011 -3.764 0.492  -0.0817
33 C 3.956 -2.865 0.544  -0.0184
34 H 1.487 5.541 2.540  0.0743
35 H 1.873 4.369 1.262  0.0501
36 H 3.153 4.981 2.312  0.0751
37 H 0.794 3.249 3.232  0.0750
38 H 2.097 3.832 4.267  0.1169
39 H 4.254 3.329 3.796  0.1150
40 H 4.680 1.908 2.849  0.1067
41 H 3.229 1.824 5.550  0.0713
42 H 4.943 1.464 5.307  0.0727
43 H 3.709 0.422 4.579  0.0666
44 H 5.380 -0.429 2.390  0.1007
45 H 7.280 -2.027 2.304  0.1011
46 H 7.034 -4.165 1.085  0.0996
47 H 4.898 -4.701 -0.038  0.0993
48 H 3.013 -3.088 0.063  0.1030
49 Br -3.338 -5.501 2.718  0.7539
50 C -2.249 -4.503 1.534  -0.6792
51 C -1.304 -3.629 2.041  -0.1087
52 C -0.507 -2.899 1.175  0.0059
53 C -0.636 -3.075 -0.195  -0.2352
54 C -1.604 -3.943 -0.692  -0.0354
55 C -2.421 -4.656 0.170  -0.1089
56 N 0.225 -2.368 -1.108  0.0389
57 C 0.722 -3.046 -2.052  -0.0485
58 C 1.574 -2.335 -3.013  -0.2399
59 C 2.035 -2.937 -4.165  0.0010
60 C 2.813 -2.187 -5.034  -0.0406
61 C 3.097 -0.881 -4.690  -0.0238
62 C 2.603 -0.363 -3.502  -0.0705
63 N 1.839 -1.070 -2.669  0.0529
64 H -1.202 -3.498 3.108  0.1068
65 H 0.219 -2.199 1.562  0.1110
66 H -1.752 -4.036 -1.760  0.1124
67 H -3.188 -5.312 -0.218  0.1040
68 H 0.541 -4.114 -2.157  0.1442
69 H 1.778 -3.968 -4.368  0.1196
70 H 3.190 -2.613 -5.953  0.1133
71 H 3.708 -0.256 -5.325  0.1131
72 H 2.839 0.642 -3.192  0.1140
73 O -0.996 -0.135 -0.456  -0.4173
74 Si -2.504 0.188 0.003  0.4985
75 C -2.872 -0.592 1.671  -0.2027
76 C -3.983 -1.419 1.853  -0.0833
77 C -4.251 -2.010 3.083  -0.1121
78 C -3.414 -1.773 4.161  -0.1009
79 C -2.304 -0.952 4.004  -0.0887
80 C -2.034 -0.374 2.772  -0.1089
81 C -3.711 -0.534 -1.261  -0.2158
82 C -5.045 -0.121 -1.322  -0.0966
83 C -5.916 -0.629 -2.277  -0.0782
84 C -5.466 -1.569 -3.196  -0.0908
85 C -4.146 -2.001 -3.148  -0.0923
86 C -3.285 -1.486 -2.186  -0.1173
87 C -2.830 2.045 0.065  -0.1965
88 C -3.382 2.726 -1.024  -0.1091
89 C -3.581 4.100 -0.995  -0.0946
90 C -3.228 4.829 0.132  -0.0927
91 C -2.688 4.172 1.230  -0.0806
92 C -2.502 2.798 1.196  -0.1041
93 H -4.642 -1.625 1.017  0.0960
94 H -5.109 -2.661 3.194  0.0949
95 H -3.622 -2.230 5.121  0.1025
96 H -1.642 -0.768 4.841  0.1039
97 H -1.140 0.232 2.657  0.0454
98 H -5.407 0.624 -0.621  0.1120
99 H -6.944 -0.289 -2.310  0.1022
100 H -6.142 -1.965 -3.944  0.1002
101 H -3.789 -2.736 -3.861  0.1054
102 H -2.248 -1.792 -2.174  0.0735
103 H -3.666 2.175 -1.914  0.0867
104 H -4.016 4.601 -1.852  0.1007
105 H -3.383 5.900 0.159  0.0984
106 H -2.416 4.731 2.117  0.1014
107 H -2.085 2.310 2.068  0.0743

***

4.
Density functional theory data (the ωB97M-V functional and the def2-TZVPD basis) for a structure of composition C49H43GeN5OPSSbSe4V at a distorted geometry.

## Properties
charge = -1
⟨S²⟩ = 2.04
HOMO (alpha / beta) = -3.518 / -3.455 eV
Kohn-Sham gap (alpha / beta) = 5.22 / 4.86 eV
2S+1 = 3
LUMO (alpha / beta) = 1.70 / 1.41 eV

Each line ends with the Löwdin charge.
Geometry (Å):
1 V -1.110 0.478 -0.483  0.0431
2 C 1.595 2.065 5.249  -0.0979
3 C 0.775 1.004 4.915  -0.0801
4 C 0.218 0.912 3.647  -0.0644
5 C 0.491 1.876 2.681  -0.3089
6 C 1.323 2.934 3.022  -0.0857
7 C 1.860 3.039 4.292  -0.0771
8 P -0.401 1.822 1.134  0.9735
9 C -1.384 0.392 1.440  -0.4856
10 C -0.565 -0.963 1.139  -0.3182
11 C -1.283 -2.118 1.696  -0.1173
12 C -2.536 -2.117 2.079  -0.1072
13 C -3.321 -0.859 2.161  -0.1521
14 C -2.721 0.288 1.977  -0.1655
15 C -1.778 2.894 1.469  -0.3335
16 C -2.084 3.491 2.642  -0.0615
17 C -3.273 4.271 2.702  -0.0738
18 C -4.030 4.476 1.586  -0.0354
19 C -3.665 3.905 0.330  -0.1965
20 C -4.300 4.185 -0.914  -0.0408
21 C -3.770 3.662 -2.073  -0.0604
22 C -2.690 2.751 -2.030  -0.1083
23 C -2.165 2.348 -0.839  -0.2541
24 C -2.569 3.056 0.307  -0.2834
25 H 2.022 2.139 6.232  0.0921
26 H 0.554 0.242 5.656  0.1008
27 H -0.434 0.082 3.413  0.0985
28 H 1.540 3.726 2.318  0.0982
29 H 2.499 3.869 4.549  0.0991
30 H 0.473 -0.833 1.551  0.1087
31 H -0.720 -3.042 1.666  0.1039
32 H -3.015 -3.048 2.355  0.1091
33 H -4.340 -0.898 2.523  0.1070
34 H -3.236 1.229 2.123  0.1240
35 H -1.478 3.374 3.530  0.1106
36 H -3.577 4.735 3.629  0.0949
37 H -4.896 5.116 1.659  0.1025
38 H -5.154 4.852 -0.946  0.1003
39 H -4.212 3.932 -3.019  0.0990
40 H -2.337 2.305 -2.974  0.1062
41 N 4.030 1.055 -0.258  0.0448
42 C 3.083 0.480 0.503  -0.1307
43 N 2.130 1.329 0.691  0.0742
44 C 2.512 2.420 0.002  -0.3745
45 N 3.681 2.307 -0.583  0.0664
46 C 1.689 3.612 -0.303  -0.2422
47 C 2.075 4.508 -1.280  -0.1446
48 N 1.353 5.587 -1.567  0.0912
49 C 0.226 5.741 -0.886  -0.0967
50 C -0.205 4.818 0.044  -0.0665
51 N 0.536 3.755 0.325  0.0308
52 H 4.824 0.606 -0.689  0.1482
53 H 3.171 -0.509 0.897  0.1053
54 H 2.996 4.327 -1.845  0.0700
55 H -0.362 6.627 -1.098  0.1103
56 H -1.141 4.942 0.577  0.1130
57 C -3.684 -2.116 -0.789  -0.1535
58 S -3.010 -0.505 -0.526  0.8950
59 C -4.472 0.439 -0.379  -0.1759
60 O -2.410 -0.137 -1.911  -0.5094
61 H -4.757 -2.014 -0.700  0.0643
62 H -3.288 -2.880 -0.115  0.0636
63 H -3.394 -2.301 -1.825  0.0754
64 H -5.148 0.000 0.344  0.0687
65 H -4.886 0.384 -1.387  0.0894
66 H -4.208 1.467 -0.129  0.0523
67 C -0.431 -1.392 -0.421  -0.4031
68 Ge 1.052 -2.383 -0.930  0.9841
69 C 2.077 -2.280 -2.593  -0.2651
70 C 3.000 -1.272 -2.873  -0.2221
71 C 3.961 -1.419 -3.858  -0.1582
72 C 4.017 -2.585 -4.607  -0.0952
73 C 3.091 -3.596 -4.380  -0.0846
74 C 2.128 -3.445 -3.379  -0.1023
75 C 0.018 -4.047 -1.107  -0.2784
76 C 0.046 -5.049 -0.146  -0.1006
77 C -0.859 -6.109 -0.201  -0.0951
78 C -1.810 -6.171 -1.206  -0.1058
79 C -1.842 -5.175 -2.181  -0.0939
80 C -0.937 -4.126 -2.129  -0.1272
81 C 2.455 -2.739 0.420  -0.2594
82 C 3.748 -3.029 -0.043  -0.0948
83 C 4.791 -3.333 0.835  -0.0834
84 C 4.570 -3.350 2.203  -0.0966
85 C 3.295 -3.072 2.690  -0.0841
86 C 2.259 -2.774 1.811  -0.1188
87 H -1.197 -2.181 -0.626  0.0218
88 H 3.030 -0.342 -2.302  0.0195
89 H 4.655 -0.604 -4.059  0.0531
90 H 4.761 -2.692 -5.380  0.0964
91 H 3.128 -4.499 -4.977  0.0943
92 H 1.459 -4.269 -3.194  0.0800
93 H 0.791 -5.030 0.645  0.0951
94 H -0.835 -6.886 0.553  0.0947
95 H -2.496 -7.002 -1.238  0.0910
96 H -2.566 -5.230 -2.986  0.1000
97 H -0.982 -3.352 -2.898  0.1233
98 H 3.951 -3.041 -1.110  0.0932
99 H 5.770 -3.576 0.453  0.0976
100 H 5.394 -3.578 2.864  0.0960
101 H 3.117 -3.089 3.753  0.0972
102 H 1.282 -2.571 2.229  0.0787
103 Se 1.605 0.492 -5.561  0.0476
104 Sb 1.556 1.880 -3.574  -0.2846
105 Se 3.948 2.189 -3.558  0.0693
106 Se 1.157 4.064 -4.533  -0.1664
107 Se 0.204 1.149 -1.912  0.4542